1.
# C19H17BBrN2O5PtSTe

A structure of composition C19H17BBrN2O5PtSTe (ωB97M-V/def2-TZVPD, OMol25).

spin multiplicity = 1
net charge = +1
relative energy (zero: lowest compared OMol25 entry of this formula, charge and spin) = 0.0 kJ/mol
DFT total energy = -125282.740 eV
HOMO level = -11.86 eV
max |F| = 0.0159 Eh/bohr

Last column: Mulliken charge in e.
Cartesian coordinates (Å):
Pt -1.2003 -0.6938 -0.6523  0.615
O 2.2375 -0.9707 0.4811  -0.573
S 1.2318 -0.5557 1.3910  1.401
O 1.4695 -0.6831 2.8103  -0.716
O 1.0265 1.0643 1.2245  -0.488
O -0.1199 -1.1564 1.0619  -0.665
O -3.0414 1.4614 0.4132  -0.322
C -2.3654 0.6358 0.0605  0.631
Br 1.7823 -5.5793 -0.7440  -0.124
C 1.4424 -3.9125 -1.5297  -0.236
C 2.2132 -3.4410 -2.5811  -0.027
C 1.9105 -2.2054 -3.1266  -0.801
C 0.8655 -1.4740 -2.6034  -0.100
N 0.1375 -1.9391 -1.5785  -0.167
C 0.4109 -3.1360 -1.0440  -0.025
H 3.0308 -4.0348 -2.9661  0.470
H 2.4783 -1.8065 -3.9541  0.414
H 0.5789 -0.5142 -3.0079  0.483
H -0.2046 -3.4652 -0.2198  0.497
Te 0.2795 1.7038 2.9376  1.128
C -0.6228 3.4796 2.3333  0.621
C -1.8397 3.6917 2.9803  -0.545
C -2.4941 4.9043 2.8060  -0.716
C -1.9525 5.8598 1.9615  -0.436
C -0.7513 5.6245 1.2978  -0.623
C -0.0712 4.4345 1.4852  -0.269
C 2.0643 2.5554 3.5927  0.615
C 2.1846 2.8242 4.9486  -0.693
C 3.3406 3.4438 5.4006  -0.585
C 4.3452 3.7763 4.5030  -0.479
C 4.2083 3.4897 3.1511  -0.720
C 3.0609 2.8691 2.6802  -0.110
H -2.2892 2.9316 3.6111  0.367
H -3.4306 5.0891 3.3140  0.405
H -2.4702 6.7975 1.8106  0.413
H -0.3435 6.3765 0.6362  0.404
H 0.8760 4.2618 0.9914  0.417
H 1.4044 2.5593 5.6530  0.369
H 3.4576 3.6553 6.4545  0.407
H 5.2465 4.2555 4.8603  0.407
H 4.9995 3.7428 2.4585  0.398
H 2.9636 2.6206 1.6314  0.511
B -2.9905 -0.0616 -4.8965  0.086
C -2.4857 -0.2656 -3.4376  0.254
N -2.1096 -0.4022 -2.3505  -0.624
H -4.1904 0.0367 -4.8281  -0.080
H -2.6255 -1.0377 -5.5076  -0.093
H -2.4546 0.9556 -5.2729  -0.092


2.
# C19H17Br2N2

The ion C19H17Br2N2 with charge +1 at a distorted geometry (ωB97M-V/def2-TZVPD, OMol25).

spin multiplicity = 1
net charge = +1
structure (SMILES) = Cc1cn([C@H](/C=C/c2ccc(Br)cc2)c2ccc(Br)cc2)c[nH+]1
relative energy (zero: lowest compared OMol25 entry of this formula, charge and spin) = 0.0 kJ/mol
DFT total energy = -163037.199 eV
HOMO level = -11.12 eV
max |F| = 0.0512 Eh/bohr

Last column: Mulliken charge in e.
Cartesian coordinates (Å):
C -1.5161 -2.7552 4.1707  -1.434
C -1.2851 -2.0483 2.8875  0.434
C -1.5908 -2.1723 1.5568  -0.462
N -0.9409 -1.0639 0.8892  0.438
C -0.8186 -0.6375 -0.5259  0.658
C 0.4528 0.1792 -0.9358  -1.437
C 1.7004 -0.3337 -0.9389  -0.254
C 2.9464 0.3760 -1.1910  0.848
C 4.1325 -0.3883 -1.3560  -0.506
C 5.3837 0.2066 -1.5499  -0.554
C 5.4767 1.6083 -1.5979  0.043
Br 7.1763 2.4056 -1.7937  -0.147
C 4.3163 2.3971 -1.5000  -0.622
C 3.0562 1.7816 -1.3287  -0.385
C -2.0661 0.2898 -0.7395  0.575
C -3.2174 -0.4673 -0.8243  -0.374
C -4.4452 0.0980 -1.1321  -0.724
C -4.5251 1.4900 -1.3350  0.043
Br -6.1859 2.2331 -1.8803  -0.148
C -3.3722 2.2878 -1.2198  -0.723
C -2.1268 1.6848 -0.9276  -0.299
C -0.3438 -0.3399 1.8106  -0.317
N -0.5302 -0.9151 2.9790  -0.033
H -2.0837 -3.6661 4.0919  0.361
H -0.5643 -2.9855 4.6569  0.367
H -2.0234 -2.0929 4.8757  0.356
H -2.1439 -2.9133 1.0222  0.496
H -0.8753 -1.5401 -1.1991  0.427
H 0.3136 1.1921 -1.3622  0.297
H 1.8135 -1.4077 -0.7368  0.302
H 4.0639 -1.4815 -1.3286  0.319
H 6.2791 -0.4011 -1.6369  0.414
H 4.4092 3.4714 -1.5377  0.431
H 2.1579 2.3921 -1.2836  0.346
H -3.1256 -1.5619 -0.7426  0.217
H -5.2968 -0.5466 -1.3277  0.404
H -3.4421 3.3382 -1.4818  0.420
H -1.2571 2.3252 -0.9325  0.391
H 0.2443 0.5260 1.5725  0.572
H -0.1464 -0.5645 3.8329  0.259


3.
# C19H17BrF3N3O3

The molecule C19H17BrF3N3O3 (ωB97M-V/def2-TZVPD, OMol25).

spin multiplicity = 1
net charge = 0
structure (SMILES) = O=C(c1ccc(Br)c(C(F)(F)F)c1)N1CCC2(CC1)CCN2C(=O)c1cnoc1
relative energy (zero: lowest compared OMol25 entry of this formula, charge and spin) = 12.0 kJ/mol
DFT total energy = -108786.220 eV
HOMO level = -9.47 eV
max |F| = 0.0039 Eh/bohr

Last column: Mulliken charge in e.
Cartesian coordinates (Å):
O 3.3216 0.5249 0.8439  -0.653
C 2.2023 1.0057 0.7765  0.263
C 2.0466 2.4800 0.5279  0.523
C 2.8858 3.0848 -0.3961  -0.997
C 2.8189 4.4503 -0.6124  -0.642
C 1.9287 5.2241 0.1153  -0.063
Br 1.9014 7.0807 -0.2348  -0.154
C 1.1008 4.6348 1.0688  0.383
C 0.1320 5.4430 1.8977  0.561
F -0.5532 4.6644 2.7514  -0.290
F 0.7539 6.3751 2.6345  -0.225
F -0.7757 6.0723 1.1339  -0.227
C 1.1665 3.2620 1.2624  -0.132
N 1.0651 0.2750 0.9798  0.111
C -0.1857 0.5537 0.2730  -0.854
C -0.1911 -0.1732 -1.0721  -1.295
C 0.0933 -1.6692 -0.9610  0.851
C 1.2816 -1.9407 -0.0401  -1.044
C 1.2347 -1.1488 1.2638  -1.181
C 0.1997 -2.3921 -2.3301  -1.013
C -1.0324 -3.2426 -1.9589  -0.724
N -1.1101 -2.5057 -0.6962  0.335
C -1.9478 -2.6243 0.3498  0.862
O -1.8538 -1.9828 1.3843  -0.608
C -3.0212 -3.6451 0.1539  -0.027
C -4.1462 -3.6122 -0.7173  -0.334
N -4.9252 -4.6385 -0.5468  -0.457
O -4.3351 -5.3946 0.4460  -0.192
C -3.2196 -4.7842 0.8531  -0.441
H 3.6008 2.4782 -0.9361  0.499
H 3.4627 4.9248 -1.3393  0.441
H 0.5329 2.8012 2.0074  0.661
H -1.0071 0.2078 0.8988  0.368
H -0.2998 1.6216 0.1123  0.610
H -1.1443 -0.0202 -1.5846  0.463
H 0.5915 0.2607 -1.7048  0.354
H 1.3465 -3.0127 0.1630  0.470
H 2.1885 -1.6548 -0.5816  0.424
H 2.1595 -1.2802 1.8184  0.512
H 0.3913 -1.4630 1.8752  0.518
H 0.0513 -1.7366 -3.1858  0.372
H 1.1204 -2.9565 -2.4598  0.366
H -1.9011 -3.1108 -2.6041  0.308
H -0.8440 -4.3088 -1.8283  0.306
H -4.4128 -2.8639 -1.4476  0.500
H -2.6721 -5.2638 1.6467  0.491


4.
# C19H17CdN3O7S2

A structure of composition C19H17CdN3O7S2 at a distorted geometry (ωB97M-V/def2-TZVPD, OMol25).

spin multiplicity = 1
net charge = -2
relative energy (zero: lowest compared OMol25 entry of this formula, charge and spin) = 92.8 kJ/mol
DFT total energy = -65018.374 eV
HOMO level = -1.95 eV
max |F| = 0.0830 Eh/bohr

Last column: Mulliken charge in e.
Cartesian coordinates (Å):
Cd 1.0966 -1.3907 -0.5344  2.029
C 0.1246 -1.0999 -3.9097  -1.098
O -0.0162 -0.3189 -2.6996  0.029
C -0.7970 0.7340 -2.6470  0.734
C -1.1002 1.4789 -3.7410  -0.425
C -1.9347 2.6325 -3.6627  -0.633
C -2.3206 3.0716 -2.3693  -0.851
C -1.8811 2.3264 -1.2254  -0.304
C -1.1773 1.1547 -1.3511  -0.338
N -0.7731 0.3584 -0.2377  -0.180
N -0.8668 1.0476 0.8468  0.020
C -0.5824 0.5087 2.0555  -0.536
C -0.0078 -0.7652 2.3827  0.993
O 0.4597 -1.6917 1.6164  -0.865
C 0.0547 -1.1151 3.8083  -0.660
C -0.4152 -0.3139 4.7574  -0.686
C -0.9464 1.0307 4.4596  0.622
C -1.2613 1.9335 5.5095  -0.740
C -1.6328 3.2310 5.2410  -0.450
C -1.7261 3.5737 3.8753  -0.849
C -1.5157 2.6561 2.8747  -0.134
C -1.0618 1.3276 3.1566  0.835
H -0.8194 -1.5086 -4.2921  0.282
H 0.9100 -1.8803 -3.6898  0.059
H 0.6256 -0.4003 -4.5375  0.609
H -0.7228 1.0804 -4.6657  0.373
H -2.1698 3.1509 -4.6086  0.323
H -2.9524 3.9237 -2.1596  0.352
H -2.2275 2.5584 -0.2750  0.519
H 0.4442 -2.1395 4.0500  0.296
H -0.3392 -0.6960 5.7954  0.244
H -1.2672 1.6375 6.5622  0.316
H -1.7782 3.8373 6.1326  0.335
H -1.8358 4.5993 3.7025  0.413
H -1.6539 3.0474 1.8495  0.137
N 2.3718 -3.4198 -0.4095  -0.490
C 1.9081 -4.4087 -1.3814  -0.451
C 0.3458 -4.3277 -1.4223  0.501
O -0.2879 -5.3815 -1.6474  -0.792
O -0.1289 -3.1687 -1.2055  -0.787
H 3.2152 -3.0479 -0.7537  0.254
H 2.4793 -3.8318 0.4946  0.183
H 2.3242 -5.3802 -1.1807  0.358
H 2.4057 -4.1661 -2.3524  0.179
O 2.8766 0.4000 -3.8214  -0.625
S 3.5553 -0.1047 -2.6034  0.921
O 4.9388 0.3108 -2.4043  -0.680
O 3.3671 -1.5635 -2.5291  -0.713
S 2.6962 0.5098 -0.8530  -0.630


5.
# C19H17ClF2O4S

The molecule C19H17ClF2O4S at a distorted geometry (ωB97M-V/def2-TZVPD, OMol25).

spin multiplicity = 1
net charge = 0
structure (SMILES) = O=S(=O)(c1ccc(Cl)cc1)[C@]12CC[C@H](O)C[C@H]1COc1c(F)ccc(F)c12
relative energy (zero: lowest compared OMol25 entry of this formula, charge and spin) = 0.0 kJ/mol
DFT total energy = -56960.335 eV
HOMO level = -8.93 eV
max |F| = 0.0544 Eh/bohr

Last column: Mulliken charge in e.
Cartesian coordinates (Å):
O 1.6165 0.2624 -2.5033  -0.749
S 1.3012 -0.6639 -1.4069  1.763
O 1.4485 -2.0339 -1.8966  -0.754
C 2.5104 -0.3089 -0.0211  -0.195
C 2.8458 -1.3423 0.8787  0.019
C 3.7419 -1.1405 1.9478  -0.834
C 4.3778 0.1156 2.0613  0.201
Cl 5.7089 0.4299 3.1882  -0.207
C 4.0727 1.1113 1.1075  -0.705
C 3.1462 0.9334 0.1272  -0.166
C -0.4067 -0.4757 -0.6520  1.436
C -0.5702 -1.5851 0.4403  -1.666
C -1.9162 -1.5529 1.1675  -0.775
C -3.0275 -1.8502 0.1668  -0.063
O -2.9014 -3.2153 -0.3425  -0.585
C -2.9391 -0.8540 -0.9901  -0.922
C -1.5283 -0.7738 -1.6928  -0.266
C -1.6319 0.2934 -2.7589  -0.929
O -1.6990 1.6312 -2.2743  -0.466
C -1.1814 1.9231 -1.0383  -0.140
C -1.1776 3.2767 -0.6668  0.316
F -1.7671 4.2376 -1.4129  -0.311
C -0.6036 3.6555 0.5439  -0.498
C -0.0676 2.7382 1.4347  -0.718
C -0.1232 1.3741 1.1113  0.246
F 0.4066 0.5823 2.0515  -0.383
C -0.6374 0.9422 -0.1521  -0.350
H 2.4748 -2.3434 0.7196  0.561
H 3.9912 -1.9452 2.6506  0.399
H 4.6374 2.0149 1.1181  0.432
H 2.9133 1.7462 -0.5725  0.450
H -0.3999 -2.5597 0.0018  0.668
H 0.2447 -1.5508 1.1381  0.500
H -2.0832 -0.5424 1.5998  0.251
H -1.9651 -2.2907 1.9796  0.353
H -4.0120 -1.6992 0.6630  0.362
H -2.9037 -3.8494 0.3824  0.379
H -3.6999 -1.1903 -1.7237  0.433
H -3.2454 0.1400 -0.6055  0.326
H -1.2900 -1.7285 -2.1940  0.729
H -2.5409 0.1184 -3.3343  0.510
H -0.7843 0.2332 -3.4656  0.321
H -0.6210 4.6874 0.8324  0.475
H 0.2855 3.0492 2.3918  0.550


Which value of relative energy (zero: lowest compared OMol25 entry of this formula, charge and spin) does entry 2 give?
0.0 kJ/mol


Which of these has the lowest HOMO level?
C19H17BBrN2O5PtSTe